Record 1
A molecular structure, C32H61BrN2NiO2S2Si4Te, computed with ωB97M-V/def2-TZVPD.

Structure (ORCA input):
```
! RIJCOSX wB97M-V def2-TZVPD def2/J DEFGRID3
* xyz 0 3
Ni -0.016 -0.016 0.998
C -1.082 -6.482 -3.657
C -1.583 -6.243 -2.229
C -1.201 -7.446 -1.357
C -3.106 -6.139 -2.268
C -0.942 -4.985 -1.660
C -1.669 -3.913 -1.170
C -0.991 -2.827 -0.654
Br -2.036 -1.365 -0.008
C 0.410 -2.683 -0.562
O 0.949 -1.650 -0.009
C 1.147 -3.795 -1.089
C 0.445 -4.875 -1.595
C 2.683 -3.920 -1.155
C 3.509 -2.718 -0.686
C 3.076 -4.170 -2.617
C 3.118 -5.124 -0.310
H -1.525 -7.391 -4.065
H 0.000 -6.595 -3.689
H -1.348 -5.650 -4.309
H -1.660 -8.358 -1.741
H -1.534 -7.302 -0.329
H -0.123 -7.594 -1.340
H -3.522 -7.041 -2.720
H -3.438 -5.289 -2.861
H -3.531 -6.046 -1.270
H -2.748 -3.902 -1.186
H 1.028 -5.706 -1.973
H 3.290 -1.824 -1.264
H 4.564 -2.969 -0.827
H 3.348 -2.479 0.360
H 2.725 -3.358 -3.251
H 2.661 -5.100 -3.003
H 4.161 -4.228 -2.706
H 2.916 -4.951 0.747
H 4.189 -5.290 -0.421
H 2.603 -6.038 -0.603
C 4.846 5.330 2.991
Si 3.451 4.099 2.727
C 2.043 5.012 1.890
C 2.915 3.430 4.407
Si 4.269 2.345 1.409
Te 2.485 0.920 0.320
Si 5.384 3.185 -0.484
C 4.224 4.398 -1.326
C 6.991 4.063 -0.062
C 5.789 1.780 -1.657
Si 5.710 0.966 2.661
C 7.102 2.051 3.311
C 4.881 0.166 4.129
C 6.413 -0.355 1.530
H 4.528 6.086 3.709
H 5.100 5.840 2.065
H 5.748 4.862 3.373
H 1.617 5.739 2.582
H 1.242 4.358 1.549
H 2.411 5.549 1.019
H 2.177 4.093 4.859
H 3.774 3.377 5.074
H 2.493 2.431 4.362
H 4.100 5.301 -0.731
H 3.238 3.964 -1.480
H 4.620 4.689 -2.298
H 6.854 4.870 0.652
H 7.424 4.487 -0.968
H 7.720 3.371 0.353
H 4.917 1.170 -1.878
H 6.553 1.128 -1.243
H 6.165 2.186 -2.597
H 6.736 2.761 4.049
H 7.609 2.613 2.532
H 7.840 1.418 3.804
H 4.576 0.913 4.858
H 5.597 -0.503 4.611
H 4.007 -0.405 3.852
H 7.127 0.072 0.828
H 5.635 -0.848 0.952
H 6.929 -1.117 2.115
C -2.610 1.576 3.831
N -2.092 1.179 2.536
C -0.839 1.587 2.109
N 0.042 1.910 3.116
S -0.647 2.156 0.496
H -3.614 1.168 3.927
H -2.642 2.663 3.949
H -2.023 1.147 4.644
H -2.764 1.262 1.781
H -0.028 1.354 3.959
H 1.002 1.984 2.790
C 0.464 -3.242 2.557
S 0.445 -1.494 2.868
O 1.745 -1.143 3.491
C -0.784 -1.444 4.155
C -2.106 -1.745 3.856
C -3.046 -1.693 4.869
C -2.667 -1.318 6.154
C -1.349 -1.000 6.430
C -0.389 -1.065 5.426
H 0.677 -3.720 3.512
H 1.252 -3.398 1.830
H -0.483 -3.572 2.143
H -2.393 -2.008 2.846
H -4.078 -1.934 4.656
H -3.407 -1.271 6.939
H -1.060 -0.709 7.430
H 0.652 -0.839 5.606
*
```

Maximum force in eV/A: 0.9
Electronic energy in eV: -212812.483
E_HOMO (alpha / beta) in eV: -7.070 / -7.034
HOMO-LUMO gap (alpha / beta) in eV: 7.43 / 5.56
Energy above the lowest of the compared OMol25 structures with the same formula, charge and spin in kcal/mol: 0.0
⟨S²⟩: 2.047
E_LUMO (alpha / beta) in eV: 0.361 / -1.475



Record 2
7 unconnected molecules or ions with the total composition C26H72N6O7, computed with ωB97M-V/def2-TZVPD.

Structure (ORCA input):
```
! RIJCOSX wB97M-V def2-TZVPD def2/J DEFGRID3
* xyz 0 1
C 1.801 2.514 -3.645
O 1.480 3.367 -4.711
C 2.086 3.005 -5.939
C 3.569 3.326 -5.986
C 3.760 4.829 -5.884
N 4.083 2.886 -7.293
H 1.650 1.455 -3.870
H 1.140 2.818 -2.830
H 2.819 2.693 -3.278
H 1.893 1.946 -6.155
H 1.615 3.621 -6.704
H 4.125 2.871 -5.159
H 3.512 5.190 -4.880
H 3.146 5.396 -6.582
H 4.807 5.126 -6.001
H 5.070 3.107 -7.337
H 3.990 1.885 -7.423
C 6.046 0.800 -0.825
O 6.155 -0.364 -0.054
C 4.916 -0.948 0.219
C 5.100 -2.115 1.161
C 5.620 -1.670 2.534
N 5.876 -3.214 0.560
H 5.330 1.511 -0.383
H 5.715 0.592 -1.850
H 7.007 1.312 -0.845
H 4.239 -0.263 0.751
H 4.381 -1.330 -0.663
H 4.086 -2.477 1.377
H 6.374 -0.882 2.453
H 6.049 -2.513 3.074
H 4.811 -1.220 3.114
H 6.398 -2.849 -0.233
H 6.624 -3.469 1.200
C -0.659 2.679 2.785
O -2.034 2.840 3.084
C -2.437 4.182 3.160
C -3.912 4.296 2.860
C -4.442 5.708 3.025
N -4.702 3.328 3.639
H -0.504 2.768 1.704
H -0.410 1.669 3.102
H -0.057 3.457 3.260
H -2.139 4.642 4.119
H -1.912 4.824 2.430
H -3.996 4.067 1.782
H -5.524 5.690 2.883
H -4.099 6.361 2.209
H -4.112 6.197 3.940
H -5.584 3.203 3.158
H -4.183 2.459 3.572
C -2.879 -0.005 -0.719
O -4.180 0.402 -0.375
C -4.345 1.792 -0.449
C -5.795 2.161 -0.263
C -6.001 3.656 -0.493
N -6.200 1.750 1.071
H -2.132 0.454 -0.062
H -2.655 0.221 -1.771
H -2.844 -1.091 -0.635
H -3.748 2.305 0.330
H -3.963 2.219 -1.390
H -6.354 1.634 -1.052
H -5.091 4.239 -0.310
H -6.716 4.066 0.223
H -6.327 3.855 -1.512
H -7.191 1.761 1.249
H -5.776 0.873 1.335
C -1.129 -3.644 -1.338
O -1.702 -4.894 -1.603
C -0.741 -5.915 -1.821
C -1.432 -7.104 -2.448
C -2.659 -7.524 -1.680
N -0.476 -8.242 -2.474
H -0.765 -3.569 -0.302
H -1.853 -2.854 -1.523
H -0.244 -3.475 -1.968
H 0.046 -5.537 -2.484
H -0.315 -6.193 -0.846
H -1.722 -6.793 -3.459
H -2.361 -7.826 -0.673
H -3.157 -8.369 -2.151
H -3.345 -6.684 -1.581
H 0.464 -7.880 -2.628
H -0.649 -8.783 -3.316
C -0.558 -0.522 6.416
O -0.814 -1.417 5.361
C 0.342 -1.635 4.569
C -0.010 -2.581 3.469
C 1.223 -3.136 2.773
N -0.887 -1.902 2.484
H -0.249 0.453 6.017
H 0.216 -0.910 7.089
H -1.476 -0.398 6.985
H 0.705 -0.665 4.194
H 1.134 -2.062 5.203
H -0.542 -3.442 3.894
H 1.946 -3.547 3.479
H 1.751 -2.335 2.247
H 0.958 -3.912 2.054
H -1.624 -1.433 3.006
H -1.355 -2.637 1.964
C 0.882 -0.129 -1.200
C 1.085 0.704 0.052
O 1.697 -0.029 1.127
H 0.297 0.450 -1.916
H 0.324 -1.022 -0.908
H 1.824 -0.438 -1.652
H 0.134 1.123 0.388
H 1.743 1.558 -0.134
H 0.925 -0.448 1.535
*
```

Structure (SMILES): COC[C@H](C)N.COC[C@H](C)N.COC[C@H](C)N.COC[C@H](C)N.COC[C@H](C)N.COC[C@H](C)N.CCO
Maximum force in eV/A: 1.1
Electronic energy in eV: -51399.429
E_HOMO in eV: -8.778
HOMO-LUMO gap in eV: 9.26
Energy above the lowest of the compared OMol25 structures with the same formula, charge and spin in kcal/mol: 14.6
E_LUMO in eV: 0.483



Record 3
3 unconnected molecules or ions with the total composition C27H58ClNO6P, computed with ωB97M-V/def2-TZVPD.

Structure (ORCA input):
```
! RIJCOSX wB97M-V def2-TZVPD def2/J DEFGRID3
* xyz -1 1
C 2.383 -0.772 -1.156
O 3.510 -0.311 -0.448
C 3.292 -0.318 0.961
C 4.338 0.621 1.579
C 3.672 1.939 2.033
C 3.619 2.963 0.868
C 2.214 3.093 0.258
C 1.169 3.641 1.237
C -0.195 3.676 0.524
C -1.335 4.200 1.410
C -2.461 4.762 0.503
C -3.808 4.767 1.280
C -4.860 3.876 0.592
C -4.661 2.429 1.096
C -5.598 1.482 0.335
C -7.089 1.954 0.318
O -7.912 1.490 1.137
O -7.332 2.773 -0.595
N -5.399 0.061 0.726
Cl -6.506 -0.993 -0.065
P -5.246 -0.254 2.371
O -6.016 0.536 3.312
O -3.660 -0.086 2.698
O -5.583 -1.823 2.579
H 2.477 -0.468 -2.198
H 2.320 -1.867 -1.145
H 1.447 -0.345 -0.783
H 3.416 -1.341 1.337
H 2.284 0.041 1.180
H 5.146 0.802 0.875
H 4.794 0.170 2.465
H 2.670 1.726 2.399
H 4.233 2.384 2.856
H 4.255 2.590 0.062
H 4.027 3.935 1.148
H 1.912 2.125 -0.149
H 2.251 3.783 -0.590
H 1.458 4.657 1.510
H 1.041 3.008 2.115
H -0.475 2.677 0.181
H -0.084 4.305 -0.364
H -0.981 4.968 2.102
H -1.764 3.392 2.003
H -2.179 5.779 0.230
H -2.553 4.112 -0.366
H -4.181 5.792 1.358
H -3.662 4.438 2.310
H -4.829 3.936 -0.492
H -5.830 4.183 0.974
H -4.860 2.458 2.165
H -3.636 2.133 0.846
H -5.296 1.547 -0.713
H -3.255 -0.956 2.783
H -5.047 -2.177 3.295
C 11.392 1.690 0.016
C 10.231 1.757 -0.971
C 8.861 1.793 -0.296
C 8.519 0.561 0.542
C 8.555 -0.769 -0.209
C 7.541 -0.849 -1.347
H 11.362 0.777 0.613
H 12.346 1.703 -0.514
H 11.375 2.545 0.696
H 10.291 0.914 -1.665
H 10.340 2.660 -1.578
H 8.094 1.936 -1.063
H 8.807 2.676 0.349
H 7.520 0.699 0.966
H 9.200 0.501 1.396
H 8.344 -1.572 0.503
H 9.560 -0.960 -0.597
H 6.524 -0.698 -0.976
H 7.581 -1.829 -1.825
H 7.738 -0.100 -2.116
C -4.927 -7.732 -3.270
C -5.863 -7.579 -2.075
C -7.146 -6.818 -2.402
C -6.943 -5.372 -2.857
C -6.189 -4.481 -1.870
C -6.905 -4.311 -0.533
H -4.581 -6.765 -3.637
H -4.045 -8.313 -2.994
H -5.426 -8.252 -4.091
H -5.331 -7.092 -1.253
H -6.135 -8.576 -1.714
H -7.799 -6.835 -1.524
H -7.687 -7.356 -3.188
H -7.925 -4.931 -3.053
H -6.414 -5.362 -3.815
H -6.062 -3.495 -2.323
H -5.181 -4.871 -1.699
H -7.900 -3.885 -0.677
H -6.343 -3.640 0.112
H -7.012 -5.263 -0.008
*
```

Maximum force in eV/A: 1.9
Electronic energy in eV: -64529.332
E_HOMO in eV: -4.295
HOMO-LUMO gap in eV: 6.34
E_LUMO in eV: 2.045